A | Below is a structure of composition H16O8, with properties calculated with ωB97M-V/def2-TZVPD.

Output
* lowest unoccupied orbital energy: -0.381 eV
* highest occupied orbital energy: -9.1004 eV
* total charge: 0
* Kohn-Sham gap: 0.320 Eh
* M: 144.12 g/mol
* multiplicity: 1

Cartesian coordinates (Å):
O 1.156 -2.053 -0.132
H 1.278 -2.601 0.643
H 0.571 -2.560 -0.695
O -2.444 0.178 -0.595
H -1.914 0.565 0.102
H -3.216 0.741 -0.650
O 3.079 -1.489 0.543
H 3.791 -1.934 0.083
H 2.311 -1.627 -0.012
O 0.442 0.336 -0.370
H 1.212 -0.229 -0.434
H -0.295 -0.270 -0.298
O 0.317 1.594 -1.946
H 0.292 0.907 -1.281
H 0.707 1.173 -2.712
O -0.937 -1.429 1.848
H -1.532 -2.171 1.956
H -0.307 -1.721 1.189
O -1.605 1.208 0.964
H -2.000 1.908 1.485
H -0.877 1.630 0.508
O -0.388 2.614 0.033
H 0.157 1.865 -0.208
H 0.201 3.366 -0.021

B | Below is a cluster of 8 separate species, H16O8 in total, with properties calculated with ωB97M-V/def2-TZVPD.

Output
* lowest unoccupied orbital energy: 0.155 eV
* SMILES: O.O.O.O.O.O.O.O
* highest occupied orbital energy: -11.3958 eV
* total charge: 0
* Kohn-Sham gap: 0.424 Eh
* M: 144.12 g/mol
* multiplicity: 1

Cartesian coordinates (Å):
O -0.493 -4.649 -3.103
H -1.158 -4.354 -2.481
H -0.851 -5.456 -3.472
O -2.046 -0.099 -5.925
H -2.331 -0.251 -5.024
H -1.256 -0.631 -6.019
O -3.815 2.258 6.083
H -3.204 1.584 5.784
H -3.517 2.477 6.966
O 3.492 -2.137 1.694
H 4.431 -2.200 1.518
H 3.169 -3.032 1.597
O -0.216 -1.254 4.693
H 0.468 -1.304 4.026
H 0.186 -1.625 5.478
O -1.406 0.315 -0.547
H -1.273 1.245 -0.733
H -1.252 0.235 0.394
O 0.734 3.884 -5.703
H 0.430 4.785 -5.597
H -0.057 3.386 -5.911
O 3.244 2.567 1.847
H 3.665 2.620 2.705
H 3.053 1.636 1.731

If we sort the structures by their calculated energies, the order from most to least stable is B, A.

A | Below is a cluster of 8 separate species, H16O8 in total, with properties calculated with ωB97M-V/def2-TZVPD.

Output
* lowest unoccupied orbital energy: 0.005 eV
* SMILES: O.O.O.O.O.O.O.O
* highest occupied orbital energy: -10.4331 eV
* total charge: 0
* Kohn-Sham gap: 0.384 Eh
* M: 144.12 g/mol
* multiplicity: 1

Cartesian coordinates (Å):
O -0.286 -0.042 -0.250
H -0.323 0.619 0.442
H 0.621 -0.019 -0.556
O -0.399 -2.852 1.031
H 0.391 -3.223 1.424
H -0.105 -2.037 0.624
O 2.432 -1.387 -0.965
H 2.607 -2.216 -1.411
H 3.258 -1.168 -0.534
O -0.590 3.490 -0.303
H -1.406 3.985 -0.243
H -0.727 2.731 0.263
O -1.236 -0.136 3.548
H -1.621 -0.702 4.217
H -0.692 -0.721 3.021
O -1.051 1.725 1.725
H -0.757 1.543 2.617
H -1.992 1.553 1.742
O -1.978 -0.352 -2.366
H -2.118 0.562 -2.615
H -1.266 -0.320 -1.726
O 2.595 -0.005 -3.292
H 2.285 -0.358 -2.457
H 2.358 -0.672 -3.937

B | Below is a cluster of 8 separate species, H16O8 in total, with properties calculated with ωB97M-V/def2-TZVPD.

Output
* lowest unoccupied orbital energy: -0.112 eV
* SMILES: O.O.O.O.O.O.O.O
* highest occupied orbital energy: -10.4511 eV
* total charge: 0
* Kohn-Sham gap: 0.380 Eh
* M: 144.12 g/mol
* multiplicity: 1

Cartesian coordinates (Å):
O -2.791 0.932 0.413
H -2.135 0.524 0.856
H -3.589 1.079 0.958
O 0.659 0.816 -0.249
H 0.902 1.152 -1.163
H 0.652 1.501 0.341
O 3.352 -0.936 1.051
H 3.289 0.042 0.891
H 2.638 -1.317 0.598
O -1.763 -0.143 -1.697
H -1.165 0.610 -1.427
H -2.398 -0.155 -0.971
O 0.303 3.097 1.796
H 0.732 2.918 2.647
H -0.241 3.804 2.039
O -0.827 -0.454 1.538
H -0.260 0.248 1.723
H -0.545 -0.750 0.714
O -0.059 -2.426 -2.582
H -0.481 -3.241 -2.460
H -0.518 -1.804 -2.060
O 1.514 -1.999 -0.658
H 1.595 -2.319 -1.614
H 1.137 -1.177 -0.682

C | Below is a cluster of 8 separate species, H16O8 in total, with properties calculated with ωB97M-V/def2-TZVPD.

Output
* lowest unoccupied orbital energy: 0.004 eV
* SMILES: O.O.O.O.O.O.O.O
* highest occupied orbital energy: -10.6086 eV
* total charge: 0
* Kohn-Sham gap: 0.390 Eh
* M: 144.12 g/mol
* multiplicity: 1

Cartesian coordinates (Å):
O -11.873 -30.791 -15.257
H -12.096 -30.333 -14.386
H -10.960 -30.602 -15.459
O -10.052 -27.641 -16.742
H -9.822 -27.450 -17.609
H -9.688 -26.836 -16.273
O -6.472 -32.507 -17.687
H -5.597 -32.447 -17.307
H -6.983 -32.471 -16.861
O -5.619 -30.120 -15.170
H -4.781 -30.664 -15.033
H -6.387 -30.385 -14.661
O -9.274 -29.789 -15.171
H -8.859 -30.548 -15.654
H -9.555 -29.164 -15.901
O -8.298 -32.626 -15.508
H -8.008 -32.703 -14.510
H -9.161 -33.063 -15.372
O -12.810 -28.163 -16.746
H -11.979 -28.006 -16.500
H -13.035 -28.581 -17.605
O -8.412 -30.287 -12.607
H -8.730 -30.020 -13.455
H -8.866 -30.914 -12.362

D | Below is a cluster of 8 separate species, H16O8 in total, with properties calculated with ωB97M-V/def2-TZVPD.

Output
* lowest unoccupied orbital energy: -0.524 eV
* SMILES: O.O.O.O.O.O.O.O
* highest occupied orbital energy: -10.5361 eV
* total charge: 0
* Kohn-Sham gap: 0.368 Eh
* M: 144.12 g/mol
* multiplicity: 1

Cartesian coordinates (Å):
O 25.759 -15.625 10.294
H 26.268 -14.805 10.323
H 25.157 -15.613 11.058
O 21.634 -17.759 13.588
H 22.087 -16.995 13.351
H 22.077 -18.535 13.257
O 24.356 -15.553 14.698
H 23.628 -15.615 15.353
H 24.115 -15.735 13.802
O 24.431 -12.851 15.093
H 23.663 -12.532 14.660
H 24.194 -13.771 15.222
O 23.078 -13.707 17.983
H 23.875 -13.310 17.598
H 22.622 -14.294 17.325
O 26.739 -14.331 13.213
H 25.810 -14.175 13.165
H 26.809 -14.810 14.052
O 23.453 -16.278 12.195
H 22.860 -15.588 11.861
H 23.683 -16.881 11.463
O 22.059 -15.519 16.428
H 21.525 -15.274 15.648
H 21.851 -16.475 16.501

If we sort the structures by their calculated energies, the order from most to least stable is A, D, B, C.